No. 1
The following is a DFT calculation (ωB97M-V/def2-TZVPD) of 2 unconnected molecules or ions with the total composition C20H40FN4O7S2.

```
74
C20H40FN4O7S2, DFT ωB97M-V/def2-TZVPD
S -2.175 -0.850 1.251
S -3.725 -4.500 -4.168
F -0.659 -3.705 -0.475
O -3.332 -0.062 0.995
O -0.496 -4.520 -2.531
O -4.931 -3.758 -1.918
O -1.109 -0.810 0.281
O 0.414 -4.479 -4.469
O -3.440 -1.390 -3.061
O -1.537 -0.410 2.652
N 2.456 3.289 1.284
N 0.021 -3.749 -3.674
N -2.642 -5.977 -1.764
N -1.685 -2.510 -2.124
C -2.977 -2.400 -2.602
C 0.054 3.489 1.507
C -3.189 -4.417 -0.042
C 4.654 4.551 -0.591
C 1.796 3.340 -0.096
C 0.347 2.936 0.116
C -2.706 -4.559 -1.496
C -2.664 -2.502 1.611
C 4.235 5.182 0.740
C -3.658 -3.782 -2.473
C 3.097 4.612 1.622
C -6.319 -2.554 -3.619
C 4.019 1.825 2.727
C 3.403 2.111 1.360
C 6.424 2.436 2.078
C -1.352 -3.806 -1.667
C -3.564 -3.011 0.462
C -5.840 -2.675 -2.178
C 1.301 3.075 2.264
C 5.304 2.567 3.111
H 7.396 2.586 2.545
H -1.772 -3.104 1.765
H -4.056 -5.065 0.061
H 2.348 2.691 -0.769
H -0.855 3.081 1.945
H 5.642 2.139 4.055
H -6.681 -2.902 -1.525
H -5.405 -1.739 -1.826
H -7.385 -2.330 -3.624
H 3.954 6.214 0.525
H -1.852 -6.232 -2.341
H -5.808 -1.757 -4.151
H 1.498 3.634 3.174
H 0.239 1.849 0.102
H 4.167 2.248 0.601
H 1.864 4.366 -0.448
H 5.408 5.197 -1.039
H 4.257 0.758 2.718
H -2.593 -6.515 -0.909
H 6.342 3.175 1.281
H 3.270 1.945 3.514
H -3.223 -2.427 2.543
H -0.047 4.576 1.489
H 5.114 3.621 3.324
H 5.120 5.258 1.374
H 5.116 3.572 -0.486
H -0.304 3.342 -0.655
H -6.196 -3.495 -4.153
H -2.508 -5.052 -4.148
H 1.275 2.012 2.496
H -0.818 0.200 2.440
H 3.437 4.511 2.649
H 2.269 5.320 1.641
H -2.400 -4.843 0.579
H 6.430 1.445 1.620
H -3.555 -2.277 -0.340
H -1.255 -1.702 -1.690
H 3.843 4.475 -1.312
H 2.791 1.262 1.051
H -4.593 -3.026 0.811
```

Properties
HOMO-LUMO gap in eV: 8.2
Highest occupied orbital energy in hartree: -0.3927
E_tot in hartree: -2427.69285
Charge: +1

***

No. 2
The following is a DFT calculation (ωB97M-V/def2-TZVPD) of a molecular structure, C6H14S5 in a non-equilibrium geometry.

```
25
C6H14S5, DFT ωB97M-V/def2-TZVPD
S -2.396 -0.571 -1.373
S -3.206 -1.867 1.729
S -1.401 0.238 3.052
S -3.856 1.024 1.381
S -1.039 1.884 -0.069
C 2.467 0.951 -0.458
C -0.149 -0.753 0.224
C 2.164 -0.423 -0.951
C -2.503 -0.231 1.631
C -1.390 0.114 0.039
C 0.582 -0.616 -1.097
H -2.082 2.629 -0.392
H 0.517 -1.447 -1.837
H -3.616 -0.264 -1.116
H 2.561 -1.156 -0.319
H 3.576 1.108 -0.450
H -0.558 -1.699 0.216
H 2.703 -0.555 -1.896
H 2.015 1.832 -1.153
H -1.898 -2.353 1.718
H 0.388 -0.471 1.146
H -4.612 0.447 2.149
H 2.131 1.189 0.592
H -1.175 1.325 2.410
H 0.126 0.295 -1.623
```

Properties
HOMO-LUMO gap in eV: 9.1
Highest occupied orbital energy in hartree: -0.3202
E_tot in hartree: -2227.82757
Charge: 0

***

No. 3
The following is a DFT calculation (ωB97M-V/def2-TZVPD) of a molecular structure, C8H24FO4Pb2 in a non-equilibrium geometry.

```
39
C8H24FO4Pb2, DFT ωB97M-V/def2-TZVPD
Pb 1.531 2.980 -0.876
Pb -2.106 2.994 0.027
F -0.221 1.202 0.033
O -3.853 1.277 0.650
O -0.259 -1.246 -0.983
O 0.488 -0.258 2.333
O 2.245 0.384 -1.556
C -1.076 -1.420 -2.132
C -3.578 -0.043 0.260
C 1.409 0.574 2.976
C 1.410 0.364 4.434
C -4.291 -1.025 1.186
C -0.642 -0.439 -3.183
C 4.575 0.268 -2.063
C 3.365 -0.482 -1.528
H 3.590 -0.842 -0.525
H 0.252 0.270 1.567
H -1.293 -0.557 -4.050
H 5.501 -0.307 -2.071
H 2.019 1.129 4.915
H 1.509 -0.082 -1.153
H 1.145 1.616 2.793
H 4.778 1.131 -1.428
H 3.201 -1.376 -2.131
H -2.128 -1.315 -1.864
H -5.370 -0.878 1.144
H 0.418 -0.560 -3.405
H -0.915 0.551 -2.817
H 1.716 -0.640 4.728
H 2.401 0.364 2.577
H 0.434 0.492 4.903
H -4.020 -2.031 0.865
H -2.508 -0.219 0.366
H -3.849 -0.208 -0.783
H -3.955 -0.878 2.212
H 4.354 0.672 -3.051
H -4.803 1.411 0.622
H -1.002 -2.469 -2.420
H -0.473 -0.405 -0.571
```

Properties
HOMO-LUMO gap in eV: 3.5
Highest occupied orbital energy in hartree: -0.6599
E_tot in hartree: -1104.49863
Charge: +3

***

No. 4
The following is a DFT calculation (ωB97M-V/def2-TZVPD) of 2 unconnected molecules or ions with the total composition C4H11N2O.

```
18
C4H11N2O, DFT ωB97M-V/def2-TZVPD
O 1.211 1.307 -1.161
N -0.750 1.738 0.731
N -1.050 -0.497 1.268
C 2.033 -0.499 -2.490
C -1.419 0.753 1.261
C 2.146 0.761 -1.707
C -1.792 -1.559 1.976
H -1.143 2.661 0.817
H 0.031 1.612 0.075
H -0.158 -0.757 0.868
H -2.672 -1.120 2.433
H 2.749 -1.253 -2.175
H -2.128 -2.303 1.257
H -1.154 -1.985 2.745
H -2.349 0.992 1.761
H 2.303 -0.238 -3.520
H 0.997 -0.825 -2.523
H 3.146 1.212 -1.618
```

Properties
HOMO-LUMO gap in eV: 11.1
Highest occupied orbital energy in hartree: -0.5126
E_tot in hartree: -343.53147
Charge: +1

***

Question: Which of these has the highest charge?
Answer: C8H24FO4Pb2

***

What did the fourth record say?
The following is a DFT calculation (ωB97M-V/def2-TZVPD) of 2 unconnected molecules or ions with the total composition C4H11N2O.

```
18
C4H11N2O, DFT ωB97M-V/def2-TZVPD
O 1.211 1.307 -1.161
N -0.750 1.738 0.731
N -1.050 -0.497 1.268
C 2.033 -0.499 -2.490
C -1.419 0.753 1.261
C 2.146 0.761 -1.707
C -1.792 -1.559 1.976
H -1.143 2.661 0.817
H 0.031 1.612 0.075
H -0.158 -0.757 0.868
H -2.672 -1.120 2.433
H 2.749 -1.253 -2.175
H -2.128 -2.303 1.257
H -1.154 -1.985 2.745
H -2.349 0.992 1.761
H 2.303 -0.238 -3.520
H 0.997 -0.825 -2.523
H 3.146 1.212 -1.618
```

Properties
HOMO-LUMO gap in eV: 11.1
Highest occupied orbital energy in hartree: -0.5126
E_tot in hartree: -343.53147
Charge: +1

***

Question: Number 4 is which compound?
Answer: C4H11N2O

***

Question: Look up the E_tot of the second one.
Answer: -2227.82757 hartree